# C24H27BrClN2O4SZr

A structure of composition C24H27BrClN2O4SZr at a distorted geometry (ωB97M-V/def2-TZVPD, the OMol25 dataset).

```
61
Properties=species:S:1:pos:R:3:forces:R:3:nbo_charge:R:1
Zr -1.30917 -0.25796 -0.61335 1.7 -0.6 1.9 2.169
Br 1.84599 5.82942 -1.73966 0.0 0.0 0.0 0.076
C 1.00780 4.18178 -1.34980 -0.1 -0.1 0.0 -0.020
C -0.31750 3.98266 -1.70376 0.2 0.1 0.2 -0.285
C -0.89265 2.76831 -1.37754 0.1 -0.1 -0.1 0.115
N -0.20868 1.79033 -0.76969 0.0 0.3 -0.2 -0.548
C 1.07441 1.99335 -0.43950 -0.2 0.0 0.0 0.100
C 1.72579 3.18265 -0.70571 -0.2 0.1 -0.1 -0.286
H -0.89547 4.74738 -2.19960 0.0 0.0 0.0 0.241
H -1.92724 2.54910 -1.62414 0.1 0.0 0.0 0.258
H 1.57155 1.15892 0.04332 0.0 0.0 0.0 0.245
H 2.75967 3.31641 -0.42654 0.0 0.0 0.0 0.237
O -3.48683 0.76675 -1.56205 -0.1 0.1 0.0 -1.018
S -3.04120 -0.31956 -2.46331 -0.5 0.0 -0.6 2.527
O -1.61152 0.06714 -2.79976 0.0 0.0 -0.4 -1.039
O -2.77698 -1.49860 -1.51496 -0.4 -0.2 -0.3 -1.024
O -3.87225 -0.63514 -3.57904 0.0 0.0 0.0 -0.939
C 2.11698 -0.65873 -2.72697 0.0 0.0 0.1 -0.587
C 1.94205 -2.15064 -2.43107 0.0 0.0 -0.1 -0.224
C 0.64645 -2.70456 -3.02615 0.0 0.0 0.0 -0.589
C 2.10466 -2.56973 -0.98059 0.0 0.1 0.2 -0.040
C 3.12107 -3.48302 -0.73283 0.1 0.0 0.1 -0.206
C 3.35576 -4.00822 0.52493 0.0 0.0 0.0 -0.269
C 2.52983 -3.61450 1.56329 0.1 -0.1 -0.1 -0.206
C 1.49309 -2.71471 1.37513 0.1 0.0 -0.2 -0.044
C 0.63339 -2.39299 2.57436 0.0 0.0 0.1 -0.229
C -0.79388 -2.91288 2.39927 -0.1 0.0 -0.1 -0.593
C 0.68423 -0.90988 2.92439 0.0 0.1 0.0 -0.603
C 1.25513 -2.15042 0.08925 0.2 -0.1 -0.1 0.157
N 0.23427 -1.25843 -0.10811 -0.8 0.4 -0.6 -1.133
H 2.23761 -0.50807 -3.80174 0.0 0.0 0.0 0.199
H 3.00259 -0.25986 -2.22493 0.0 0.0 0.0 0.196
H 1.25449 -0.07928 -2.41403 -0.1 0.1 0.1 0.210
H 2.76868 -2.64965 -2.95634 -0.1 0.1 0.0 0.185
H -0.22678 -2.34920 -2.48387 0.0 0.0 0.0 0.226
H 0.64465 -3.79541 -2.98355 0.0 0.0 0.0 0.201
H 0.53568 -2.39737 -4.06652 0.0 0.0 -0.1 0.199
H 3.74817 -3.78876 -1.56381 0.0 0.0 0.0 0.190
H 4.15825 -4.71351 0.68996 0.1 -0.1 0.0 0.195
H 2.68237 -4.02432 2.55521 0.0 0.0 0.1 0.190
H 1.07151 -2.94010 3.42002 0.0 0.1 -0.1 0.185
H -1.24340 -2.52646 1.48126 0.1 -0.1 0.2 0.226
H -1.42110 -2.61294 3.24178 0.0 0.0 0.0 0.193
H -0.79563 -4.00296 2.34374 0.0 0.0 0.0 0.202
H 0.34520 -0.32194 2.07351 0.0 0.0 0.1 0.227
H 1.70585 -0.60755 3.16547 0.0 0.0 0.0 0.199
H 0.04819 -0.69177 3.78627 0.0 0.0 0.0 0.193
Cl -1.35910 6.09768 1.68976 0.0 0.0 0.0 -0.048
C -1.73170 4.38826 1.69217 0.0 0.0 0.0 -0.072
C -0.88306 3.50150 2.33370 0.0 0.1 0.0 -0.240
C -1.15774 2.14704 2.29496 -0.2 0.0 -0.1 -0.237
C -2.26949 1.62949 1.60241 0.0 0.2 0.0 -0.002
C -2.45709 0.18911 1.38676 -0.1 0.0 0.0 -0.955
C -3.13453 2.57270 1.01629 0.1 -0.1 0.0 -0.182
C -2.86946 3.93040 1.04858 0.0 0.0 0.1 -0.257
H -0.01026 3.87152 2.85430 0.0 0.0 0.0 0.217
H -0.48143 1.46600 2.78838 0.1 -0.1 0.0 0.218
H -3.49912 -0.04932 1.14888 0.1 0.0 0.1 0.232
H -2.09126 -0.41686 2.21479 0.0 0.0 0.0 0.225
H -4.00306 2.21555 0.47780 0.0 0.0 0.0 0.224
H -3.53779 4.63183 0.56899 0.0 0.0 0.0 0.218
```
Forces are in eV/Å.

Values from the calculation:
- Orbital gap: 6.5 eV
- Energy above the lowest of the compared OMol25 structures with the same formula, charge and spin: 0.0 kJ/mol
- Charge: -1
- Max |F|: 2.64 eV/A